[1]
This record from the OMol25 dataset describes a 22-piece molecular cluster, C50H144O22 overall. The level of theory is the ωB97M-V functional and the def2-TZVPD basis.

As for the lowest unoccupied orbital energy: 0.007 hartree. As for the HOMO-LUMO gap: 9.574 eV.

Structure (ORCA input):
```
! RIJCOSX wB97M-V def2-TZVPD def2/J DEFGRID3
* xyz 0 1
H 3.56 3.04 -7.01
H -2.76 -3.33 2.19
H -1.26 -3.67 -2.13
C 1.31 -0.49 -0.27
H -7.33 1.71 -2.39
H 3.66 -1.57 -2.94
H -5.01 4.03 -4.57
O -0.66 4.01 -0.13
H -1.42 -4.18 3.91
H -0.56 0.58 0.03
H 4.00 -0.05 -5.71
H -1.54 -3.73 0.11
C -0.09 2.06 -5.56
H -0.26 2.15 -4.49
H -5.53 -1.75 -0.22
H 8.23 -1.68 2.35
H 2.97 5.50 1.27
H -7.22 -4.25 1.91
H -7.00 -2.97 2.98
H -3.57 -9.23 0.98
C -0.07 2.23 6.35
H -5.08 0.78 -0.67
H 0.95 3.51 4.64
H -2.13 0.86 -5.52
O -0.82 -1.23 -1.17
H 2.95 -2.38 5.44
O -2.02 -8.15 -0.85
H 5.95 0.63 2.95
H 3.67 0.57 3.63
H 0.80 2.56 -5.93
H -2.95 -4.31 -4.50
H 6.99 -0.99 0.85
H 1.97 -0.93 -1.02
O -1.25 2.42 -6.24
C -5.38 1.19 -1.64
C 0.31 1.78 4.86
C 7.06 -3.07 0.17
C -7.23 -2.24 0.98
H -5.24 -1.44 1.55
H -3.92 5.73 4.54
H 0.38 2.62 0.62
H 1.90 0.12 5.04
C -0.20 3.41 1.11
H -3.46 0.95 1.09
C -3.30 -6.17 -0.60
H 3.00 -1.17 -8.05
H -0.38 3.27 6.42
H -5.32 1.74 4.40
C 3.38 -2.18 -3.80
H -4.75 0.07 -5.05
H 0.21 -0.20 5.35
C 5.10 -1.88 5.69
H 5.83 6.61 1.26
H -4.41 -7.75 1.41
H -1.65 -8.87 -0.33
H 4.70 -7.10 0.04
H -0.22 5.39 -2.39
H 4.66 -0.73 -7.47
H 0.26 1.87 -2.13
H 0.61 3.95 1.61
H -2.77 6.39 0.40
H 5.05 0.04 5.50
H 4.17 -3.40 4.56
H 2.32 -7.40 2.10
C -3.51 1.51 3.16
H 4.55 6.55 -0.83
H -4.20 5.03 2.21
O 1.54 4.96 -1.29
C -2.72 -3.25 -4.35
C 2.68 -6.38 2.08
H -0.04 -3.03 0.67
C 5.38 -2.73 6.94
H -2.00 -1.43 0.91
C -0.09 0.00 -0.76
H -2.82 -0.28 2.98
C 4.95 -7.05 1.11
C 4.30 1.44 3.82
O -7.74 -1.02 1.43
H 0.32 6.69 -1.34
H -3.88 2.57 5.06
H 6.03 -6.94 1.12
H 2.62 -1.53 -4.23
H 4.57 -2.62 7.67
H 6.72 -2.84 -0.84
H -3.17 -2.60 -5.10
C 3.89 -2.40 4.88
H -4.80 3.23 3.83
H -1.66 -1.15 -4.55
H 3.69 3.57 0.27
H 4.88 -1.05 1.84
H 2.61 3.01 -3.71
H -0.64 -4.54 1.20
O 4.74 -5.96 3.20
H -2.10 4.81 1.70
H -0.79 -3.14 -5.11
H 3.98 -0.19 -9.05
H -2.96 7.03 4.11
H -2.57 -5.68 -1.25
H 4.39 -5.04 1.32
O -2.66 0.14 -5.16
O -3.39 0.20 3.58
H 6.57 -4.01 0.39
C 5.27 -1.98 1.43
C -1.06 -3.25 3.48
C -3.97 0.76 -5.35
O 3.29 0.58 -5.87
O 7.42 -2.19 2.39
C -7.59 -3.25 2.11
C -3.38 6.81 1.21
C -1.32 -2.91 -4.18
C -6.81 1.76 -1.43
H 3.01 1.78 -2.64
C 4.52 4.17 0.63
H -2.81 5.14 -5.13
H -2.91 7.75 1.48
O -2.17 5.27 2.53
H 6.23 -2.31 7.48
H 4.69 -8.02 1.53
C -4.40 2.27 4.15
H 5.35 4.13 -0.08
H -4.56 7.18 3.64
H 5.03 -2.84 2.05
H 0.38 -3.60 -2.87
H 1.83 0.29 0.29
H 4.16 2.15 3.00
H -8.42 1.34 -0.38
H -5.10 1.34 1.67
O -3.06 4.25 -4.88
H 2.17 1.12 -7.52
H -6.16 3.25 0.09
O 3.71 6.35 -0.41
H -3.29 -3.05 -3.45
H -4.56 1.90 -1.78
H 4.90 3.67 1.52
C -4.10 4.24 -4.01
H 0.03 -3.31 3.42
O 4.88 -0.61 6.19
C -0.03 0.82 -2.12
C 3.77 -0.40 -8.00
O -7.54 0.99 -0.51
H 5.61 -3.75 6.66
H 0.06 4.39 -0.64
H -2.54 1.98 3.27
C -2.77 -7.44 0.00
H -0.75 -4.82 -3.28
H -0.94 1.68 6.70
H 2.30 -5.80 2.93
H -1.03 3.10 1.73
H -4.35 6.96 0.74
H -4.62 -8.45 -0.24
H -1.24 -2.43 4.18
H -1.63 3.11 -5.70
H 4.43 7.56 1.87
H 3.70 -1.74 4.03
H -3.94 3.38 -3.36
C -4.04 1.59 1.76
C 3.98 2.16 -7.50
C -0.69 -3.76 -3.05
H 4.25 2.38 -8.53
C -1.74 -2.97 2.11
H 3.91 1.86 4.75
O 4.36 2.26 -4.15
H -4.20 5.12 -3.38
H -7.61 -0.41 0.69
H 4.85 6.15 2.74
O -1.85 -1.59 1.84
O -1.09 -1.53 -3.88
H 0.82 -0.02 3.73
C 4.22 -5.94 1.91
H -5.25 0.50 -2.47
H -2.16 -7.22 0.88
H 0.10 1.01 -5.80
O 1.19 2.66 4.25
H -4.19 -6.38 -1.20
C -6.74 3.26 -0.83
C 3.19 0.84 -7.25
C 0.89 0.39 4.74
H 5.00 2.09 -7.13
C -3.46 5.81 2.39
H 5.68 -5.77 3.13
H -3.79 2.60 1.41
H 5.99 -1.89 5.06
H -1.08 0.84 -2.41
C -3.93 -8.28 0.59
C -3.77 6.43 3.71
H 1.21 6.31 -2.83
H 1.17 -1.14 0.60
H 8.15 -3.17 0.13
H -7.68 -2.51 0.02
H 4.77 -2.05 0.46
H 5.12 -2.89 -4.33
C 4.85 6.57 1.74
H 2.23 5.57 -1.01
H 0.70 2.25 7.12
O 4.49 -2.22 -4.61
H -4.26 1.11 -6.34
C 0.66 5.88 -1.99
H -3.66 -5.38 0.07
O 5.63 0.99 3.78
H 3.20 -3.15 -3.33
H 3.89 3.38 -2.49
H 3.85 1.75 -4.78
C -0.96 -3.52 1.01
C 3.96 5.62 0.82
H -5.23 -3.07 0.76
H -4.16 1.55 -4.62
H -0.37 -1.54 -1.96
H 0.53 0.33 -2.91
H -8.65 -3.18 2.36
C 3.46 2.63 -3.15
H -6.09 3.76 -1.55
H 2.12 -5.90 1.28
C 6.72 -2.00 1.15
C -5.71 -2.09 0.81
H -0.64 1.74 4.33
H -7.73 3.71 -0.70
*
```

---

[2]
This record from the OMol25 dataset describes C7H13BN4Sn as an isolated structure. The level of theory is the ωB97M-V functional and the def2-TZVPD basis.

As for the lowest unoccupied orbital energy (spin up / spin down): -0.461 / -0.469 hartree. The value obtained for the energy relative to the best compared isomer or geometry (same formula, charge and spin) is 107.8 kJ/mol. As for the HOMO-LUMO gap (spin up / spin down): 4.200 / 3.881 eV.

Structure (ORCA input):
```
! RIJCOSX wB97M-V def2-TZVPD def2/J DEFGRID3
* xyz 2 1
H -0.14 -3.40 -3.49
N -0.44 -1.29 0.68
H -0.47 2.65 -2.06
H 2.37 -0.38 1.08
N 1.14 1.51 0.53
H -2.32 -2.35 0.60
H -1.31 -2.91 -2.23
B 1.49 0.32 1.48
H -2.69 -1.27 3.06
C 0.92 3.47 -0.50
H -1.15 -1.92 -3.77
H 0.98 -1.18 -2.12
C 0.12 2.54 -1.16
H 2.23 3.16 1.31
H 1.02 4.50 -0.75
C -0.65 -2.55 -3.03
N 0.23 1.36 -0.49
C -1.84 -1.15 2.42
H 1.77 0.78 2.58
Sn -0.66 -0.49 -1.26
H 0.52 -1.80 -2.52
C 1.54 2.80 0.56
C -0.69 -0.40 2.70
H -0.43 0.16 3.59
C -1.67 -1.70 1.16
N 0.12 -0.45 1.64
*
```

---

[3]
This record from the OMol25 dataset describes a 9-piece molecular cluster, C23H48BBr16FNO2 overall. The level of theory is the ωB97M-V functional and the def2-TZVPD basis.

As for the lowest unoccupied orbital energy: 0.057 hartree. The value obtained for the energy relative to the best compared isomer or geometry (same formula, charge and spin) is 152.1 kJ/mol. As for the HOMO-LUMO gap: 5.831 eV.

Structure (ORCA input):
```
! RIJCOSX wB97M-V def2-TZVPD def2/J DEFGRID3
* xyz -1 1
H 0.68 2.25 3.14
H 0.36 -6.40 -3.04
H 0.19 10.18 -6.15
C 2.95 -2.14 4.81
H 0.29 8.00 -8.33
H -0.34 8.22 -3.20
Br -2.26 2.29 2.93
Br -7.30 -7.50 3.35
H 4.28 -3.84 -0.87
O 3.13 -2.26 0.01
C 3.58 -3.35 5.43
C -7.95 -8.83 2.08
C -2.08 9.14 -2.26
C -3.00 -5.90 1.42
Br 4.17 -4.62 4.08
H 2.13 -6.48 -1.30
H -1.27 9.31 -4.25
H -0.15 0.97 -0.61
H -1.69 -5.36 -2.03
C -0.92 9.14 -3.23
H 0.31 6.52 -1.04
Br 5.73 2.35 0.09
H 2.08 0.22 -1.06
C 3.28 2.20 1.56
C 4.58 2.96 1.54
Br 2.20 6.22 -2.60
H 2.42 -1.55 5.56
H -7.14 -10.44 3.30
H -1.04 -0.14 -2.60
H 2.71 -5.18 -2.56
Br 0.30 10.61 -2.87
H 1.07 10.41 -7.67
Br -3.10 -7.16 3.99
H 1.05 1.27 4.58
Br -0.69 7.36 -6.12
C -3.98 -6.55 2.37
H 5.15 2.77 2.45
C 1.32 -0.63 -1.15
H 1.53 5.45 -0.32
C -1.06 1.62 4.30
H 4.45 4.03 1.41
H 4.45 -3.12 6.04
H -4.78 -5.88 2.67
C 0.34 1.43 3.77
H 2.01 8.48 -0.72
C -0.17 -0.18 -0.70
Br 0.46 -0.19 2.68
C -7.24 -10.15 2.26
H -0.71 -4.12 -1.11
Br -1.37 10.42 -8.08
N -1.22 -0.60 -1.70
H -1.16 -1.61 -1.87
Br 3.70 7.21 0.62
F -0.59 -6.02 -0.30
Br 2.07 2.82 0.16
H 3.40 1.12 1.42
C 1.95 -5.44 -1.75
H -3.44 -5.77 0.43
H -4.41 -7.45 1.92
H -7.77 -10.94 1.71
Br -5.45 -10.11 1.49
H 1.31 7.81 0.77
H 1.23 -0.88 -2.28
C 1.92 7.58 -0.10
Br -1.54 8.45 -0.52
O 1.57 -3.09 -1.45
H 2.85 -3.90 6.04
H -2.06 -6.45 1.32
H 2.26 -2.38 4.00
H 2.74 2.38 2.50
C 1.98 -4.26 -0.68
H 1.40 -4.42 0.29
H -9.01 -8.93 2.30
C 0.48 8.37 -7.32
H -2.50 10.13 -2.09
C 0.27 9.85 -7.18
H -2.87 8.47 -2.60
H -1.50 0.71 4.69
C 1.37 6.39 -0.84
H 3.80 -4.04 0.85
H -1.06 2.39 5.08
H 1.50 8.10 -7.02
H -0.47 -0.68 0.28
C 3.39 -3.70 -0.15
Br 4.29 -0.93 4.07
C 0.52 -5.41 -2.49
H -7.83 -8.41 1.08
Br -2.53 -4.10 2.00
B 1.73 -2.03 -0.40
H 0.99 -2.30 0.50
H 0.47 -4.56 -3.26
C -0.70 -5.21 -1.48
*
```